Density functional theory data (ωB97M-V/def2-TZVPD) for a structure of composition C37H52BBrCoF4N2O3SSi4Te in a non-equilibrium geometry.

Structure (ORCA input):
```
! wB97M-V def2-TZVPD RIJCOSX def2/J DEFGRID3
* xyz 1 5
Te 0.863 -0.512 1.668
Br -0.734 8.391 2.207
Co -0.645 1.248 0.218
S -0.355 -0.580 -2.186
Si 1.685 -4.097 3.602
Si 0.053 -2.688 2.635
Si -0.847 -3.875 0.735
Si -1.778 -2.280 4.050
F -4.071 0.772 1.678
F -2.363 2.175 1.129
F -2.091 0.773 2.919
F -2.168 -0.046 0.736
O -0.162 0.850 -1.497
O -0.085 3.191 3.143
O 0.338 2.759 0.601
N 0.839 5.909 -2.187
N 1.179 3.783 -1.799
C 3.048 3.966 -5.045
C -0.748 6.547 1.733
C 2.137 -2.768 -3.429
C 2.032 6.086 -4.465
C 2.870 -4.892 2.335
C -1.966 -0.397 -3.133
C 3.089 -0.707 -2.503
C 2.048 -1.366 -3.143
C -0.687 3.116 4.466
C -2.352 3.479 -5.054
C 0.890 -0.574 -3.533
C -2.703 1.935 -3.214
C 0.486 -3.771 -0.610
C -1.582 1.150 -5.191
C -1.274 -0.882 5.218
C 2.770 5.315 -5.336
C -0.531 6.318 0.431
C 0.024 3.967 0.936
C 3.335 -3.438 -3.157
C -3.418 -2.315 3.116
C -0.702 5.513 2.689
C -0.263 4.240 2.348
C -2.873 3.203 -3.816
C 0.023 5.099 -0.010
C -2.361 -3.078 -0.021
C 0.612 4.865 -1.305
C 2.546 -2.958 4.767
C 4.237 -1.419 -2.215
C 0.849 -5.417 4.674
C -2.127 -3.863 5.156
C 1.425 5.426 -3.363
C 4.363 -2.729 -2.657
C -1.777 2.383 -5.767
C -2.084 0.902 -3.907
C 2.488 3.285 -3.948
C -1.238 -5.713 1.128
C 1.714 4.078 -3.096
B -2.704 0.897 1.721
H -2.253 -6.026 0.859
H 1.075 0.512 -3.736
H 4.999 -1.034 -1.552
H 1.073 -4.681 -0.601
H 3.029 0.391 -2.409
H -2.026 -1.292 -3.753
H 0.606 6.876 -2.015
H 2.279 -5.748 1.843
H -0.901 5.805 3.726
H 3.298 5.668 -6.244
H 2.761 -1.961 4.354
H -1.744 2.723 4.312
H 3.509 -3.462 5.100
H 0.377 -1.081 -4.352
H -2.741 -0.526 -2.383
H 2.637 2.170 -3.832
H -0.890 -1.201 6.164
H 1.161 -6.381 4.173
H -0.287 -5.340 4.746
H -2.519 -1.970 0.019
H -2.310 -3.347 -1.097
H -0.986 -5.993 2.148
H 1.326 -3.233 -3.962
H -3.140 -3.629 5.506
H -2.280 -4.734 4.537
H 1.103 2.873 -1.375
H -3.174 -3.561 0.559
H 5.342 -3.180 -2.650
H -0.807 7.121 -0.288
H -3.475 3.836 -3.212
H 0.070 -3.703 -1.604
H -2.162 -0.274 5.259
H 1.969 7.151 -4.463
H -3.016 1.730 -2.244
H -1.539 -4.316 5.973
H 1.215 -2.967 -0.527
H -1.426 2.547 -6.815
H -1.036 0.391 -5.705
H 3.803 -5.345 2.847
H -4.255 -1.993 3.735
H -3.399 -1.555 2.297
H -0.104 2.489 5.111
H -2.503 4.429 -5.484
H 3.456 -4.494 -3.214
H -0.576 -6.410 0.510
H 1.948 -2.914 5.669
H 1.356 -5.421 5.638
H 3.754 3.436 -5.670
H 3.163 -4.279 1.455
H -0.581 -0.231 4.649
H -0.758 4.160 4.858
H -3.678 -3.281 2.685
*
```

## Properties
strongest force on any atom: 0.0675 Eh/bohr
HOMO level (spin up / spin down): -0.3656 / -0.3674 Eh
LUMO (spin up / spin down): -2.69 / -4.44 eV
<S²>: 6.01
E_tot: -217191.7834 eV